1.
ORCA calculation (wB97M-V/def2-TZVPD) on C24H45NbO6PSr as an isolated structure at a distorted geometry.

```
78
Properties=species:S:1:pos:R:3:lowdin_charge:R:1
Nb 1.833 -0.066 -0.204 1.538
Sr -1.391 4.643 2.087 1.801
P -0.532 0.585 0.834 0.436
O -0.970 1.981 0.424 -0.483
O -6.095 -0.465 3.087 -0.050
O 3.474 0.587 -3.108 -0.176
O -1.680 -0.399 0.218 -0.228
O -7.572 -2.103 2.681 0.132
O -0.605 0.392 2.484 -0.244
C 2.278 -1.387 1.602 -0.356
C 0.748 -2.997 2.877 -0.202
C 2.788 4.161 0.534 -0.075
C 2.764 1.670 0.933 -0.304
C 0.767 0.786 -4.779 -0.042
C -0.354 2.854 -5.202 -0.108
C 1.613 -2.800 1.578 -0.280
C 1.985 1.437 -4.784 -0.197
C -7.022 -1.112 2.261 -0.501
C 2.726 -1.797 -3.152 -0.094
C 0.850 3.532 -5.227 -0.087
C 0.883 3.129 1.738 -0.256
C 3.768 -0.750 -2.719 -0.480
C -4.018 -1.711 3.626 -0.144
C 3.331 0.775 -4.518 -0.148
C 1.877 2.884 0.615 -0.529
C -0.397 1.498 -4.992 -0.087
C -3.048 -2.617 2.802 -0.208
C -1.733 -2.916 3.543 -0.200
C -0.690 -3.476 2.516 -0.190
C -7.300 -0.516 0.895 0.013
C 3.796 -0.710 -1.160 -0.267
C 2.002 2.798 -5.013 -0.057
C -4.774 -0.822 2.610 -0.195
H 1.391 1.071 -1.561 -0.049
H 0.959 -1.488 -0.954 -0.071
H 1.213 3.943 2.437 0.082
H 3.378 -1.479 1.614 0.047
H 1.365 2.824 -0.350 0.071
H -3.551 -3.535 2.471 0.127
H 2.818 -2.669 -2.493 0.076
H 1.697 -1.435 -3.136 0.031
H -0.058 3.425 1.221 -0.098
H -4.176 0.075 2.397 0.119
H -1.863 -3.656 4.342 0.116
H -2.810 -2.049 1.892 0.075
H -7.511 0.557 0.930 0.087
H 0.661 -2.084 3.475 0.074
H 2.026 -0.820 2.514 0.005
H -0.668 -4.572 2.534 0.114
H -1.347 0.970 -4.957 0.108
H -1.343 -1.997 3.997 0.088
H 2.379 -3.583 1.537 0.099
H 4.509 0.080 -0.863 0.053
H 4.110 1.494 -4.815 0.120
H 2.697 1.433 2.011 0.044
H 3.816 1.896 0.735 0.053
H 3.125 4.353 1.567 0.078
H -4.845 -1.412 1.687 0.113
H 0.641 2.225 2.299 0.045
H -1.244 -1.219 -0.065 0.024
H 3.507 -0.130 -5.111 0.128
H -8.117 -1.043 0.402 0.091
H -3.476 -1.098 4.352 0.108
H 4.131 -1.676 -0.759 0.053
H -1.017 -3.102 1.539 0.084
H 4.771 -1.045 -3.075 0.140
H 0.947 4.604 -5.369 0.103
H -4.755 -2.382 4.080 0.120
H 0.712 -0.285 -4.604 0.105
H 0.272 0.463 2.878 0.027
H 3.688 3.994 -0.059 0.083
H 1.262 -3.759 3.479 0.109
H -6.407 -0.635 0.264 0.085
H 2.956 -2.180 -4.159 0.078
H 0.942 -2.957 0.731 0.040
H -1.264 3.436 -5.347 0.102
H 2.958 3.322 -5.021 0.113
H 2.220 5.056 0.226 0.071
```

Properties
Gap between HOMO and LUMO ... 3.26 eV
Highest occupied orbital energy ... -9.8 eV
ΔE to the lowest compared entry with this formula, charge and spin ... 0.0000 eV
Net charge ... +1
Maximum force ... 0.1172 Eh/bohr
Multiplicity ... 1
DFT total energy ... -49563.4067 eV

***

2.
ORCA calculation (wB97M-V/def2-TZVPD) on one molecule with the formula C4H8N2.

```
14
Properties=species:S:1:pos:R:3:lowdin_charge:R:1
N -0.885 0.632 0.947 0.004
N 1.320 -1.268 0.292 0.015
C -0.599 0.314 -0.448 -0.264
C 1.947 -0.004 -0.083 -0.153
C -1.899 -0.085 0.196 -0.142
C 0.682 -0.456 -0.729 -0.291
H 0.807 -1.125 1.159 0.081
H 2.908 -0.096 -0.590 0.096
H 1.887 0.829 0.616 0.101
H -2.212 -1.043 0.603 0.099
H -1.232 1.560 1.147 0.094
H 0.776 -0.857 -1.741 0.129
H -2.737 0.529 -0.150 0.100
H -0.764 1.069 -1.220 0.132
```

Properties
Gap between HOMO and LUMO ... 10.32 eV
Highest occupied orbital energy ... -9.2 eV
ΔE to the lowest compared entry with this formula, charge and spin ... 2.3328 eV
Net charge ... 0
Maximum force ... 0.0118 Eh/bohr
Multiplicity ... 1
DFT total energy ... -7255.5426 eV

***

3.
ORCA calculation (wB97M-V/def2-TZVPD) on one molecule with the formula C20H18N4O4 at a distorted geometry.

```
46
Properties=species:S:1:pos:R:3:lowdin_charge:R:1
O -2.235 -2.647 -1.123 -0.077
O -4.514 1.450 0.194 -0.025
O -1.548 2.628 -1.514 0.030
O 0.977 1.617 2.081 0.061
N -0.265 2.598 -1.097 0.114
N 3.859 -0.185 0.360 0.050
N 5.472 -0.098 -1.190 0.100
N 2.080 2.435 0.277 0.092
C -4.239 0.107 0.265 -0.259
C 0.974 2.066 0.949 -0.447
C 2.913 -2.156 1.203 -0.064
C -4.935 -0.593 1.245 -0.019
C -3.830 2.239 -0.742 -0.115
C -1.454 -1.996 -2.094 -0.081
C 5.126 1.146 -0.822 -0.096
C -3.814 -2.615 0.597 -0.017
C -3.115 -1.917 -0.385 -0.265
C 4.643 -2.310 -0.466 0.000
C -0.274 2.246 0.168 -0.180
C 4.136 1.137 0.139 -0.198
C -2.357 2.294 -0.493 -0.239
C 3.752 -2.924 0.367 -0.080
C -4.719 -1.949 1.399 -0.076
C 4.708 -0.910 -0.479 -0.290
C -3.336 -0.554 -0.559 0.044
C 3.419 2.256 0.812 -0.100
C -1.602 2.036 0.616 0.083
C 2.979 -0.797 1.189 -0.023
H -5.260 -2.492 2.159 0.107
H -4.259 3.242 -0.631 0.148
H -3.627 -3.670 0.711 0.115
H 5.304 -2.857 -1.117 0.113
H 3.681 -4.000 0.395 0.101
H 2.354 -0.172 1.810 0.110
H -2.072 -1.568 -2.890 0.097
H -5.631 -0.057 1.868 0.115
H -1.919 1.738 1.592 0.133
H 2.212 -2.645 1.859 0.104
H 3.301 2.059 1.882 0.128
H -0.810 -2.765 -2.518 0.095
H 5.608 2.001 -1.255 0.106
H -4.011 1.902 -1.773 0.146
H 1.975 2.735 -0.681 0.136
H 3.987 3.179 0.674 0.130
H -0.831 -1.211 -1.652 0.094
H -2.805 -0.020 -1.329 0.099
```

Properties
Gap between HOMO and LUMO ... 8.58 eV
Highest occupied orbital energy ... -8.1 eV
ΔE to the lowest compared entry with this formula, charge and spin ... 2.4325 eV
Net charge ... 0
Maximum force ... 0.0224 Eh/bohr
Multiplicity ... 1
DFT total energy ... -35181.1422 eV

***

4.
ORCA calculation (wB97M-V/def2-TZVPD) on a 2-piece molecular cluster, C4H14NS2 overall.

```
21
Properties=species:S:1:pos:R:3:lowdin_charge:R:1
S 0.666 -2.404 -1.165 0.403
S 1.827 -1.218 -2.434 0.380
N -1.209 0.343 -0.849 0.185
C 1.898 -2.889 0.076 -0.444
C -1.208 0.929 0.551 -0.379
C -1.540 2.416 0.473 -0.038
C 0.168 0.698 1.156 -0.043
H -0.703 -0.576 -0.870 0.023
H 1.823 -0.123 -1.648 -0.217
H -2.596 2.634 0.342 0.090
H -1.252 2.842 1.435 0.097
H -2.154 0.160 -1.193 0.176
H -0.740 0.974 -1.496 0.154
H 2.236 -2.064 0.698 0.031
H 0.272 1.058 2.174 0.101
H 1.381 -3.618 0.703 0.041
H 2.745 -3.357 -0.411 0.038
H 0.890 1.248 0.541 0.095
H -0.972 2.927 -0.303 0.092
H -1.978 0.374 1.085 0.153
H 0.447 -0.353 1.133 0.060
```

Properties
Gap between HOMO and LUMO ... 9.85 eV
Highest occupied orbital energy ... -13.0 eV
ΔE to the lowest compared entry with this formula, charge and spin ... 0.0428 eV
Net charge ... +1
Maximum force ... 0.0150 Eh/bohr
Multiplicity ... 1
DFT total energy ... -27529.6709 eV

***

5.
ORCA calculation (wB97M-V/def2-TZVPD) on a 9-piece molecular cluster, C44H52N10OP overall.

```
108
Properties=species:S:1:pos:R:3:lowdin_charge:R:1
P -1.331 0.043 4.373 0.577
O -2.537 -0.552 3.310 -0.420
N -0.654 1.083 -0.477 0.002
N -3.720 0.577 -0.147 0.057
N -0.567 1.273 3.687 -0.355
N -3.921 1.704 -4.186 0.058
N 7.900 -0.438 8.539 0.058
N -2.158 -2.658 -7.426 0.061
N 3.140 -1.646 0.101 0.042
N 2.674 -1.017 6.801 0.064
N -2.176 -2.567 -1.560 0.059
N -4.968 3.788 -7.908 0.053
C 4.065 -2.465 0.597 -0.167
C 9.248 1.502 8.152 -0.071
C -0.448 -3.002 -5.781 -0.070
C 4.745 -2.221 1.779 -0.084
C 0.521 -3.053 -6.770 -0.079
C 8.991 -1.184 8.393 -0.150
C -1.049 -4.443 -2.543 -0.106
C -7.328 3.393 -7.898 -0.072
C 10.378 0.714 8.006 -0.085
C -0.995 -2.148 -1.102 -0.140
C -2.185 -3.697 -2.266 -0.176
C 3.802 -1.496 7.318 -0.165
C -3.197 2.209 -5.184 -0.167
C 0.172 -4.002 -2.051 -0.092
C -4.424 1.682 -0.372 -0.160
C -4.284 -0.379 0.584 -0.142
C 3.467 -0.219 1.996 -0.052
C -6.289 0.872 0.868 -0.084
C -3.461 0.605 -3.589 -0.148
C -1.216 -2.709 -8.364 -0.165
C -6.492 5.574 -8.369 -0.080
C 4.560 -0.836 8.276 -0.092
C -2.286 -0.031 -3.961 -0.074
C 8.036 0.879 8.417 -0.143
C -0.907 1.845 2.417 -0.418
C 4.434 -1.073 2.495 -0.075
C 2.933 0.907 8.195 -0.076
C -5.570 -0.290 1.096 -0.061
C -2.009 1.647 -5.629 -0.073
C -5.214 5.060 -8.206 -0.157
C -7.572 4.720 -8.212 -0.086
C 0.130 -2.903 -8.091 -0.082
C 4.106 0.395 8.724 -0.102
C -1.769 -2.802 -6.161 -0.157
C -1.545 0.501 -5.002 -0.083
C 10.248 -0.661 8.129 -0.077
C 0.107 2.216 0.074 -0.301
C 0.344 2.096 1.569 -0.232
C -5.703 1.885 0.123 -0.074
C -6.011 2.977 -7.757 -0.148
C -0.234 -1.438 4.035 -0.333
C 2.250 0.167 7.237 -0.138
C 0.197 -2.832 -1.315 -0.050
C 2.855 -0.547 0.795 -0.134
H -3.154 -4.019 -2.637 0.100
H -3.939 2.439 -0.980 0.103
H 1.083 2.230 -0.425 0.091
H -1.468 2.101 -6.448 0.097
H 3.166 0.673 2.528 0.105
H -8.137 2.690 -7.760 0.100
H -7.290 0.987 1.265 0.098
H 0.691 -1.292 4.597 -0.017
H -1.424 2.818 2.545 0.086
H -5.981 -1.106 1.673 0.102
H 11.100 -1.318 8.021 0.098
H -1.652 1.254 -0.401 0.020
H 7.129 1.463 8.530 0.100
H 1.104 -2.434 -0.876 0.072
H -0.194 -3.110 -4.736 0.084
H -0.361 3.176 -0.184 0.096
H 4.661 0.946 9.475 0.094
H 8.851 -2.256 8.490 0.104
H 1.561 -3.205 -6.514 0.104
H 2.078 0.088 0.386 0.087
H 5.483 -2.925 2.139 0.093
H -0.966 -1.221 -0.536 0.079
H -8.585 5.083 -8.328 0.102
H 1.330 0.541 6.796 0.098
H 1.082 -4.561 -2.238 0.102
H -6.227 2.808 -0.085 0.096
H 5.475 -1.265 8.655 0.071
H -1.124 -5.349 -3.131 0.098
H -0.700 -2.379 4.348 0.005
H 4.263 -3.366 0.024 0.096
H 0.870 2.988 1.925 0.100
H 0.987 1.233 1.759 0.057
H -2.170 -1.244 2.752 -0.014
H -1.970 -0.924 -3.438 0.074
H 2.544 1.866 8.512 0.098
H 4.927 -0.859 3.436 0.102
H 4.123 -2.461 6.938 0.097
H -2.550 -2.756 -5.410 0.100
H -1.556 -2.587 -9.387 0.098
H -4.061 0.216 -2.777 0.091
H 0.850 -2.935 -8.898 0.096
H 9.297 2.578 8.059 0.101
H -6.633 6.620 -8.609 0.097
H -3.593 3.101 -5.658 0.080
H -5.781 1.948 -7.503 0.107
H 0.023 -1.478 2.967 0.010
H -0.622 0.031 -5.320 0.099
H -0.412 0.945 -1.449 0.051
H -3.676 -1.260 0.752 0.094
H -1.588 1.225 1.820 0.062
H -4.345 5.701 -8.316 0.102
H 11.341 1.161 7.798 0.103
```

Properties
Gap between HOMO and LUMO ... 4.01 eV
Highest occupied orbital energy ... -2.0 eV
ΔE to the lowest compared entry with this formula, charge and spin ... 0.0000 eV
Net charge ... -1
Maximum force ... 0.0099 Eh/bohr
Multiplicity ... 1
DFT total energy ... -72707.9822 eV

***

6.
ORCA calculation (wB97M-V/def2-TZVPD) on a 3-piece molecular cluster, C4H17N2O2 overall at a distorted geometry.

```
25
Properties=species:S:1:pos:R:3:lowdin_charge:R:1
O -3.737 -0.250 0.315 -0.090
O 1.174 2.479 1.170 -0.061
N -0.298 1.423 -1.026 -0.005
N 1.086 -0.778 -0.306 -0.223
C 1.163 -1.658 -1.539 0.024
C -0.310 -0.708 0.282 -0.108
C 2.067 -1.030 0.807 -0.024
C -1.006 0.746 -0.029 -0.249
H 0.157 -2.107 -1.774 0.117
H 1.766 -2.547 -1.339 0.105
H -0.310 -0.768 1.378 0.108
H 1.318 0.274 -0.632 0.189
H 1.441 -1.058 -2.331 0.071
H -1.184 1.378 0.969 0.145
H -2.056 0.470 -0.370 0.089
H 1.841 3.168 1.372 0.077
H -4.569 -0.329 -0.325 0.140
H 0.349 2.658 1.632 0.037
H -3.897 -0.441 1.212 0.016
H 1.938 -2.078 1.186 0.114
H 3.035 -1.004 0.248 0.106
H -0.905 1.555 -1.778 0.073
H 2.011 -0.187 1.646 0.144
H -0.976 -1.583 0.024 0.132
H -0.098 2.373 -0.794 0.072
```

Properties
Gap between HOMO and LUMO ... 11.02 eV
Highest occupied orbital energy ... -13.5 eV
ΔE to the lowest compared entry with this formula, charge and spin ... 2.7472 eV
Net charge ... +1
Maximum force ... 0.0885 Eh/bohr
Multiplicity ... 1
DFT total energy ... -11491.1437 eV

***

7.
ORCA calculation (wB97M-V/def2-TZVPD) on C28H28N3O3STi as an isolated structure.

```
64
Properties=species:S:1:pos:R:3:lowdin_charge:R:1
Ti 0.718 -0.318 0.170 0.796
S -1.184 -0.361 1.693 0.608
O -5.397 2.307 -2.864 0.091
O 2.877 1.213 -0.592 -0.229
O -5.936 0.181 -3.165 0.108
N 1.824 -1.934 -0.462 -0.038
N 0.395 -1.753 -2.313 0.040
N 0.123 -0.522 -1.707 -0.160
C -3.124 1.221 0.542 -0.123
C 3.412 -3.728 -0.385 -0.117
C -1.791 2.360 -4.083 -0.132
C -0.721 0.196 -3.896 -0.033
C -5.284 0.987 -2.559 -0.483
C 2.292 -0.190 4.171 -0.066
C 2.767 2.413 -1.329 -0.121
C 1.276 -2.435 -1.641 -0.386
C 1.740 -3.714 -2.121 -0.042
C 2.901 -2.559 0.079 -0.170
C 0.238 -1.350 4.553 -0.105
C 1.951 1.085 0.465 -0.437
C 2.094 2.136 1.531 -0.135
C 2.775 -4.334 -1.515 -0.116
C -0.914 1.618 -1.964 -0.074
C -1.372 1.163 -4.647 -0.107
C -0.488 0.402 -2.528 -0.291
C -4.333 0.657 -1.465 -0.159
C -1.545 2.579 -2.731 -0.119
C -2.762 -0.900 -0.521 -0.108
C -2.440 0.007 0.493 -0.675
C 0.776 -2.496 3.990 -0.097
C 2.837 -1.335 3.607 -0.096
C 0.982 -0.177 4.638 -0.303
C -3.698 -0.581 -1.485 -0.001
C 0.352 1.088 5.149 -0.059
C 2.077 -2.492 3.507 -0.104
C -4.052 1.547 -0.434 -0.046
H -3.921 -1.272 -2.287 0.125
H 0.168 -3.387 3.899 0.103
H -2.299 3.106 -4.681 0.087
H 3.335 -2.051 0.931 0.089
H -2.234 -1.844 -0.572 0.104
H -4.654 2.776 -2.461 0.085
H 3.120 2.156 1.925 0.074
H -2.897 1.922 1.335 0.100
H 1.862 3.146 1.168 0.062
H 4.272 -4.177 0.090 0.081
H 1.105 1.844 5.374 0.073
H -1.857 3.507 -2.262 0.099
H -4.571 2.497 -0.364 0.115
H 3.390 2.303 -2.217 0.085
H 1.732 2.588 -1.642 0.078
H -0.400 -0.735 -4.339 0.089
H 2.883 0.717 4.219 0.105
H 3.851 -1.311 3.228 0.102
H 2.487 -3.377 3.036 0.098
H 3.120 3.283 -0.762 0.075
H -0.235 0.907 6.050 0.075
H -1.554 0.974 -5.699 0.093
H 1.248 -4.126 -2.992 0.098
H 3.135 -5.284 -1.895 0.090
H -0.792 -1.352 4.891 0.108
H -0.753 1.788 -0.905 0.089
H 1.414 1.927 2.359 0.041
H -0.323 1.496 4.392 0.069
```

Properties
Gap between HOMO and LUMO (alpha / beta) ... 6.17 / 6.17 eV
Highest occupied orbital energy (alpha / beta) ... -3.5 / -3.5 eV
ΔE to the lowest compared entry with this formula, charge and spin ... 0.0606 eV
Net charge ... -1
Maximum force ... 0.0045 Eh/bohr
Multiplicity ... 1
DFT total energy ... -74055.1345 eV

***

8.
ORCA calculation (wB97M-V/def2-TZVPD) on C21H35N2O5SSbSi3Ti as an isolated structure.

```
69
Properties=species:S:1:pos:R:3:lowdin_charge:R:1
Sb -0.854 0.488 -1.764 1.208
Ti 0.588 0.102 1.447 0.981
S 2.426 2.312 1.208 0.619
Si -1.506 2.945 -1.378 0.396
Si 0.843 -0.124 -3.575 0.395
Si -2.735 -1.219 -1.280 0.402
O -0.096 -1.675 0.654 -0.198
O -0.540 -3.847 1.002 0.058
O 0.172 1.765 5.114 0.107
O 0.032 1.361 2.867 -0.171
O 0.499 0.503 -0.412 -0.810
N 2.613 -0.193 1.891 -0.077
N 0.207 -1.045 2.957 -0.052
C 0.175 0.900 4.078 -0.452
C 3.321 0.945 1.697 -0.775
C 4.565 -1.411 2.495 -0.068
C -2.964 3.399 -2.462 -0.222
C 0.045 3.904 -1.757 -0.210
C -2.170 -2.930 -1.717 -0.195
C -0.036 -2.391 2.847 -0.212
C 0.048 -0.204 -5.265 -0.222
C 0.179 -2.648 5.229 -0.077
C 2.129 1.216 -3.423 -0.209
C -3.307 -0.942 0.474 -0.191
C -4.044 -0.639 -2.499 -0.230
C 4.718 0.917 1.915 -0.097
C 0.265 -0.462 4.222 -0.200
C 0.305 -1.305 5.375 -0.006
C 1.461 -1.772 -2.961 -0.201
C -1.919 3.015 0.439 -0.198
C -0.249 -2.736 1.409 -0.561
C 3.216 -1.332 2.287 -0.103
C 5.326 -0.245 2.301 -0.070
C -0.037 -3.211 3.918 0.001
H -2.461 -0.861 1.158 0.016
H -3.911 -1.790 0.805 0.046
H -1.485 -3.339 -0.973 0.013
H -0.218 -4.267 3.774 0.116
H -0.072 4.939 -1.424 0.041
H -2.652 2.260 0.729 0.028
H 1.634 -1.733 -1.883 0.032
H -1.691 -2.936 -2.699 0.023
H 2.567 -2.186 2.436 0.115
H -4.351 0.393 -2.321 0.012
H -3.919 -0.041 0.547 0.030
H -1.024 2.871 1.048 0.018
H 0.422 -0.856 6.353 0.116
H 5.274 1.831 1.764 0.100
H 6.397 -0.268 2.464 0.107
H -2.753 3.233 -3.519 0.029
H 1.772 2.161 -3.836 0.024
H -3.695 -0.717 -3.531 0.028
H 0.207 -3.297 6.093 0.095
H 2.386 1.379 -2.374 0.030
H -2.331 3.999 0.680 0.043
H 2.404 -2.027 -3.451 0.039
H 5.018 -2.340 2.808 0.100
H 0.743 -2.571 -3.152 0.027
H -0.744 -0.954 -5.304 0.025
H 0.886 3.467 -1.213 0.008
H 3.038 0.929 -3.958 0.038
H -3.849 2.819 -2.196 0.017
H 0.285 3.913 -2.821 0.025
H -0.377 0.758 -5.556 0.027
H 0.211 2.653 4.741 0.119
H -3.051 -3.577 -1.770 0.043
H 0.798 -0.475 -6.012 0.035
H -3.208 4.456 -2.334 0.035
H -4.933 -1.270 -2.406 0.037
```

Properties
Gap between HOMO and LUMO ... 5.74 eV
Highest occupied orbital energy ... -5.7 eV
ΔE to the lowest compared entry with this formula, charge and spin ... 0.0000 eV
Net charge ... 0
Maximum force ... 0.0143 Eh/bohr
Multiplicity ... 1
DFT total energy ... -99689.8471 eV